{"formula": "C22H26N2O3", "method": "the ωB97M-V functional and the def2-TZVPD basis", "elements": ["C", "O", "C", "C", "C", "C", "C", "C", "N", "C", "C", "C", "O", "N", "C", "C", "C", "C", "C", "C", "C", "C", "C", "C", "O", "C", "C", "H", "H", "H", "H", "H", "H", "H", "H", "H", "H", "H", "H", "H", "H", "H", "H", "H", "H", "H", "H", "H", "H", "H", "H", "H", "H"], "xyz": [[-6.87019, -1.63210, -1.11896], [-6.23824, -1.51540, 0.13165], [-5.26175, -0.57737, 0.28359], [-4.68786, -0.49640, 1.55363], [-3.69244, 0.41971, 1.81310], [-3.23689, 1.28214, 0.82022], [-2.11626, 2.24333, 1.09199], [-0.75398, 1.53084, 1.06884], [-0.52386, 0.86000, -0.19109], [-0.89164, -0.52180, -0.36692], [0.32537, -1.32727, -0.85836], [1.34378, -1.39930, 0.28277], [1.42846, -2.38116, 0.99254], [2.08564, -0.29077, 0.46974], [3.13100, -0.21050, 1.47176], [4.48714, -0.20257, 0.81573], [4.95617, -1.35855, 0.20251], [6.18001, -1.36165, -0.44092], [6.94700, -0.20846, -0.47842], [6.48399, 0.94684, 0.12679], [5.25661, 0.95091, 0.76765], [0.87768, -0.71177, -2.15430], [0.25952, 0.66294, -2.44479], [0.12123, 1.50248, -1.19086], [0.55414, 2.63552, -1.08573], [-3.81119, 1.19518, -0.43778], [-4.81423, 0.28006, -0.71412], [-6.16133, -1.91550, -1.90419], [-7.61045, -2.42207, -1.00277], [-7.37530, -0.70314, -1.40333], [-5.04643, -1.16484, 2.32020], [-3.26342, 0.47201, 2.80349], [-2.10436, 3.02822, 0.33459], [-2.24278, 2.70773, 2.07150], [-0.69295, 0.79498, 1.87396], [0.03720, 2.27524, 1.19535], [-1.70968, -0.61692, -1.09123], [-1.24487, -0.92035, 0.58526], [0.00097, -2.35733, -1.02804], [2.00420, 0.49479, -0.15564], [3.01629, -1.09238, 2.10796], [2.98575, 0.69396, 2.07012], [4.35371, -2.25480, 0.23688], [6.53832, -2.26511, -0.91212], [7.90408, -0.21105, -0.97880], [7.07804, 1.84842, 0.09810], [4.89641, 1.85562, 1.23660], [1.96398, -0.61810, -2.09101], [0.66604, -1.37309, -2.99611], [0.86346, 1.21251, -3.16713], [-0.74006, 0.53437, -2.86724], [-3.47382, 1.85739, -1.22298], [-5.23748, 0.24991, -1.70610]], "forces_ev_per_angstrom": [[-0.10, -0.01, -0.21], [0.19, 0.08, 0.29], [0.09, 0.03, 0.06], [-0.13, -0.13, -0.09], [-0.09, -0.01, -0.13], [-0.03, 0.23, -0.08], [0.22, -0.21, 0.03], [-0.02, 0.45, 0.10], [-0.08, 0.17, 0.13], [-0.03, -0.54, -0.22], [-0.06, -0.18, 0.19], [-0.45, 0.03, -0.48], [0.05, -0.41, 0.26], [0.25, 0.38, 0.15], [0.05, -0.08, 0.05], [0.00, 0.08, 0.10], [0.02, 0.01, 0.01], [-0.03, -0.09, -0.03], [0.09, 0.08, -0.03], [0.12, 0.05, -0.06], [-0.07, -0.09, 0.07], [-0.07, -0.02, -0.08], [0.21, 0.13, -0.10], [-0.20, -0.21, -0.37], [0.20, 0.41, 0.02], [0.09, 0.05, 0.23], [-0.28, -0.27, -0.14], [-0.02, 0.03, 0.03], [0.04, 0.06, -0.06], [0.03, -0.03, 0.00], [-0.05, -0.08, 0.10], [0.05, 0.00, 0.13], [0.02, 0.05, 0.05], [-0.01, 0.09, 0.00], [0.03, 0.00, -0.03], [-0.04, -0.15, 0.07], [0.01, -0.07, 0.13], [-0.03, 0.05, -0.09], [0.10, 0.10, 0.09], [-0.01, -0.10, 0.01], [-0.01, 0.20, -0.02], [0.05, -0.11, 0.01], [-0.08, -0.12, 0.01], [0.03, -0.08, -0.03], [0.08, 0.00, -0.04], [0.05, 0.07, -0.01], [-0.05, 0.09, 0.06], [-0.03, -0.03, -0.06], [0.07, 0.01, 0.04], [-0.12, 0.05, 0.08], [-0.02, 0.00, -0.02], [0.04, 0.08, -0.07], [-0.07, -0.03, -0.07]], "nbo_charge": [-0.252, -0.492, 0.297, -0.248, -0.192, -0.068, -0.427, -0.205, -0.454, -0.208, -0.312, 0.683, -0.635, -0.618, -0.267, 0.054, -0.242, -0.193, -0.220, -0.204, -0.243, -0.403, -0.505, 0.671, -0.637, -0.138, -0.327, 0.174, 0.202, 0.176, 0.226, 0.211, 0.221, 0.216, 0.198, 0.234, 0.206, 0.233, 0.241, 0.402, 0.245, 0.200, 0.222, 0.212, 0.213, 0.213, 0.210, 0.218, 0.224, 0.243, 0.223, 0.204, 0.219], "fmax_ev_per_a": 0.660, "e_above_lowest_ev": 0.987, "e_tot_ev": -32359.840, "homo_lumo_gap_ev": 9.153, "spin_multiplicity": 1}

{"formula": "C22H26N2O5", "method": "the ωB97M-V functional and the def2-TZVPD basis", "elements": ["C", "C", "C", "C", "N", "C", "O", "C", "C", "C", "C", "C", "C", "C", "C", "N", "C", "O", "O", "C", "C", "C", "C", "C", "C", "C", "C", "O", "O", "H", "H", "H", "H", "H", "H", "H", "H", "H", "H", "H", "H", "H", "H", "H", "H", "H", "H", "H", "H", "H", "H", "H", "H", "H", "H"], "xyz": [[2.96609, 2.32109, 2.18710], [2.06354, 3.08961, 1.22741], [0.66912, 3.27406, 1.82526], [2.00125, 2.38128, -0.14066], [1.51957, 1.02904, -0.03133], [1.76364, 0.12339, -0.99204], [2.53310, 0.29136, -1.91484], [0.99993, -1.20509, -0.81311], [1.46009, -1.94018, 0.45910], [2.92499, -2.25990, 0.35296], [3.34536, -3.39157, -0.33374], [4.69253, -3.67220, -0.47236], [5.63778, -2.82018, 0.07216], [5.22787, -1.69027, 0.75807], [3.87978, -1.41266, 0.89712], [-0.44381, -1.01815, -0.84184], [-1.20394, -0.44901, 0.11171], [-0.80509, 0.04995, 1.14534], [-2.50247, -0.50503, -0.23633], [-3.42209, 0.07684, 0.68909], [-4.81496, -0.38810, 0.37116], [-5.69592, -0.71702, 1.39228], [-6.98521, -1.12495, 1.09768], [-7.40128, -1.21731, -0.21942], [-6.52469, -0.89540, -1.24174], [-5.23910, -0.47762, -0.94820], [1.15794, 3.21181, -1.10160], [1.40180, 4.34635, -1.40972], [0.09355, 2.54966, -1.56714], [3.94265, 2.14627, 1.74203], [3.10229, 2.88764, 3.10502], [2.51878, 1.36353, 2.44224], [2.49538, 4.07812, 1.04106], [0.74568, 3.77997, 2.78484], [0.04895, 3.88284, 1.17097], [0.17247, 2.31976, 1.98579], [3.00774, 2.33920, -0.57889], [0.76339, 0.84988, 0.62228], [1.25483, -1.81852, -1.68243], [1.26275, -1.31949, 1.33264], [0.87787, -2.86036, 0.55138], [2.61093, -4.06025, -0.76088], [5.00551, -4.55632, -1.00837], [6.69005, -3.03641, -0.03828], [5.96072, -1.02154, 1.18525], [3.56585, -0.52988, 1.43285], [-0.94171, -1.33994, -1.65611], [-3.35453, 1.17108, 0.60748], [-3.13318, -0.20235, 1.70795], [-5.37219, -0.65124, 2.42094], [-7.66436, -1.37666, 1.89866], [-8.40572, -1.54067, -0.44855], [-6.84450, -0.96667, -2.27086], [-4.55188, -0.22581, -1.74140], [-0.39129, 3.10540, -2.19791]], "forces_ev_per_angstrom": [[-0.09, 0.19, -0.18], [-0.04, -0.11, -0.02], [0.23, 0.09, -0.12], [0.24, 0.08, -0.14], [0.05, 0.46, 0.55], [-0.15, -0.60, -0.12], [0.11, 0.11, -0.24], [0.12, 0.07, 0.27], [0.07, 0.02, -0.19], [-0.05, -0.06, 0.13], [0.01, 0.03, 0.01], [0.02, -0.08, -0.07], [0.10, 0.00, 0.00], [0.10, 0.03, 0.01], [-0.01, -0.04, 0.02], [-0.18, -0.17, -0.43], [-0.14, -0.06, -0.18], [-0.01, 0.08, 0.35], [0.00, -0.16, -0.17], [-0.08, 0.33, 0.47], [0.18, -0.08, -0.07], [0.12, 0.07, -0.05], [-0.10, -0.01, 0.03], [-0.08, -0.03, 0.03], [0.01, 0.02, -0.09], [0.01, 0.01, 0.03], [0.19, 0.21, -0.13], [0.12, 0.13, 0.05], [-0.53, -0.41, -0.17], [0.15, -0.08, -0.01], [0.02, 0.03, 0.11], [0.00, -0.14, 0.07], [-0.04, -0.10, -0.04], [-0.05, 0.04, 0.09], [-0.15, 0.07, -0.02], [-0.10, -0.10, 0.07], [-0.20, 0.09, 0.06], [0.04, -0.11, -0.10], [-0.04, 0.18, 0.12], [-0.03, -0.07, 0.00], [-0.02, 0.05, 0.02], [-0.09, -0.08, -0.04], [0.03, -0.07, -0.04], [0.08, -0.02, 0.00], [0.06, 0.05, 0.04], [-0.06, 0.12, 0.06], [0.04, 0.05, 0.05], [0.05, -0.19, 0.04], [-0.09, 0.08, -0.18], [0.05, -0.02, 0.11], [-0.05, -0.03, 0.06], [-0.08, -0.03, -0.02], [-0.03, -0.01, -0.08], [0.05, 0.01, -0.11], [0.26, 0.14, 0.15]], "nbo_charge": [-0.604, -0.206, -0.621, -0.161, -0.657, 0.694, -0.617, -0.121, -0.430, -0.017, -0.207, -0.203, -0.217, -0.187, -0.217, -0.616, 0.908, -0.686, -0.518, -0.105, 0.037, -0.234, -0.203, -0.216, -0.191, -0.236, 0.795, -0.596, -0.689, 0.211, 0.214, 0.204, 0.225, 0.217, 0.212, 0.213, 0.256, 0.438, 0.235, 0.234, 0.220, 0.204, 0.212, 0.213, 0.211, 0.214, 0.416, 0.195, 0.208, 0.212, 0.215, 0.215, 0.213, 0.217, 0.500], "fmax_ev_per_a": 0.716, "e_above_lowest_ev": 0.118, "e_tot_ev": -36456.067, "homo_lumo_gap_ev": 9.518, "spin_multiplicity": 1}